(1)
17
Properties=species:S:1:pos:R:3:nbo_charge:R:1 method="wB97M-V/def2-TZVPD" multiplicity=1 gap_ha=0.3459 max_force_ev_per_a=2.340 homo_ev=-8.82
C 2.067 0.221 1.816 -0.4325
N 2.128 -1.249 1.818 -0.4425
C 1.058 -1.906 1.701 0.3015
N -0.030 -1.549 0.856 -0.9096
H 2.402 0.574 0.838 0.1958
H 2.686 0.635 2.610 0.2066
H 1.051 0.597 1.980 0.1800
H 0.894 -2.838 2.267 0.1409
H -0.020 -1.948 -0.072 0.4023
H -0.907 -1.798 1.302 0.3727
C 0.445 0.936 -2.214 -0.7474
S -1.190 0.291 -1.777 0.0812
S -1.565 1.271 -0.015 -0.1660
H 0.425 2.023 -2.112 0.2296
H 0.632 0.614 -3.240 0.2265
H 1.234 0.515 -1.593 0.2147
H -0.676 0.631 0.791 0.1463

***

(2)
94
Properties=species:S:1:pos:R:3:nbo_charge:R:1 method="wB97M-V/def2-TZVPD" total_charge=-1 multiplicity=1 gap_ha=0.2383 max_force_ev_per_a=1.003 homo_ev=-4.38
Na -0.319 0.081 0.165 0.8518
C -1.013 2.145 -3.812 -0.5941
C -1.117 0.870 -4.653 -0.2400
C -2.538 0.705 -5.180 -0.6023
C -0.609 -0.335 -3.879 -0.0387
C 0.738 -0.392 -3.510 -0.2003
C 1.251 -1.470 -2.812 -0.1968
C 0.432 -2.539 -2.450 -0.0188
C 1.006 -3.701 -1.689 -0.6152
C -0.907 -2.480 -2.800 -0.2306
C -1.423 -1.396 -3.506 -0.1854
H -1.324 3.017 -4.394 0.1929
H 0.001 2.315 -3.453 0.2240
H -1.649 2.074 -2.927 0.2109
H -0.455 0.989 -5.519 0.1966
H -3.257 0.627 -4.361 0.2000
H -2.642 -0.185 -5.803 0.2071
H -2.817 1.575 -5.779 0.2025
H 1.400 0.432 -3.754 0.2154
H 2.291 -1.464 -2.513 0.2327
H 1.578 -3.337 -0.836 0.2331
H 1.677 -4.290 -2.320 0.2021
H 0.218 -4.360 -1.320 0.2002
H -1.571 -3.286 -2.511 0.2038
H -2.479 -1.395 -3.749 0.1998
C 6.172 2.815 4.345 -0.6277
C 5.405 2.251 3.179 -0.0117
C 5.959 2.235 1.903 -0.2319
C 5.264 1.702 0.826 -0.1840
C 4.000 1.167 1.023 -0.3510
C 3.430 1.179 2.286 -0.1309
C 4.130 1.719 3.353 -0.2323
S 3.098 0.458 -0.351 2.3411
O 3.821 0.888 -1.534 -0.9948
O 3.095 -0.971 -0.092 -1.0001
N 1.613 0.956 -0.285 -1.0111
C 1.265 2.287 -0.422 0.3921
C 2.166 3.373 -0.383 -0.3070
C 1.673 4.656 -0.444 -0.1598
C 0.302 4.868 -0.559 -0.3284
C -0.499 3.746 -0.640 0.0663
N -0.052 2.496 -0.597 -0.4972
H 6.767 3.679 4.045 0.2107
H 6.858 2.072 4.759 0.2129
H 5.500 3.126 5.145 0.2126
H 6.946 2.657 1.746 0.2003
H 5.683 1.697 -0.171 0.2401
H 2.429 0.790 2.420 0.2340
H 3.672 1.742 4.336 0.2037
H 3.228 3.206 -0.307 0.2225
H 2.357 5.497 -0.403 0.2007
H -0.126 5.860 -0.600 0.2048
H -1.574 3.852 -0.762 0.1806
C -3.634 0.334 -1.040 -0.2624
N -2.658 0.380 0.020 -0.5359
C -2.954 1.060 1.064 0.1462
C -2.099 1.325 2.192 -0.0467
C -2.495 2.037 3.334 -0.2824
C -1.346 2.185 4.115 -0.3738
C -0.322 1.562 3.387 -0.0691
N -0.759 1.033 2.236 -0.5725
C -4.238 -1.044 -1.222 0.0806
C -5.408 -1.200 -1.959 -0.2424
C -5.955 -2.457 -2.174 -0.2208
C -5.337 -3.581 -1.646 -0.2392
C -4.173 -3.434 -0.903 -0.2014
C -3.626 -2.176 -0.691 -0.2446
H -3.126 0.594 -1.976 0.2042
H -4.442 1.067 -0.900 0.1690
H -3.937 1.550 1.138 0.1405
H -3.493 2.394 3.548 0.1949
H -1.253 2.689 5.065 0.1970
H 0.726 1.503 3.658 0.1689
H -5.897 -0.322 -2.369 0.2003
H -6.868 -2.557 -2.749 0.2020
H -5.760 -4.565 -1.810 0.2025
H -3.684 -4.306 -0.485 0.2061
H -2.716 -2.062 -0.116 0.2495
C 1.191 -4.408 2.030 -0.6338
C 2.014 -3.133 2.114 -0.6080
S 1.012 -1.633 1.998 1.2890
O 0.073 -1.884 0.848 -1.0323
C 0.020 -1.873 3.532 -0.6054
C -1.410 -2.306 3.250 -0.6194
H 1.825 -5.255 1.763 0.2111
H 0.424 -4.301 1.263 0.2399
H 0.701 -4.637 2.977 0.1997
H 2.721 -3.039 1.290 0.2565
H 2.573 -3.044 3.049 0.2139
H 0.021 -0.900 4.019 0.2501
H 0.558 -2.584 4.161 0.2031
H -1.789 -1.804 2.360 0.2487
H -2.048 -2.025 4.088 0.2147
H -1.490 -3.382 3.089 0.1968